1.
# CHN4O2S

2 unconnected molecules or ions with the total composition CHN4O2S at a distorted geometry (ωB97M-V with the def2-TZVPD basis set, OMol25).

Calculated values
gap between HOMO and LUMO (alpha / beta)	8.13 / 4.59	eV
2S+1	1
energy	-806.30182	Eh
total charge	-1
relative energy (zero: lowest compared OMol25 entry of this formula, charge and spin)	81.82	kcal per mole
M	133.1	g mol⁻¹

CARTESIAN COORDINATES (ANGSTROEM)
C 1.685 -0.773 1.964
N 2.897 -0.923 2.537
N 2.771 -0.452 3.742
N 1.528 0.002 3.892
N 0.812 -0.210 2.830
O 2.580 -1.422 -0.417
O -1.621 0.290 -1.472
S 1.298 -1.330 0.345
H -1.808 -0.462 -2.054

These are the Löwdin partial charges, in e, on atoms 1 to 4: atom 1 (C): -0.748, atom 2 (N): -0.066, atom 3 (N): -0.139, atom 4 (N): -0.162

***

2.
# C19H21NO3

A single C19H21NO3 molecule (ωB97M-V with the def2-TZVPD basis set, OMol25).

Calculated values
SMILES	CCOC(=O)[C@@H](Cc1ccccc1)C(=O)NCc1ccccc1
gap between HOMO and LUMO	9.76	eV
2S+1	1
energy	-1017.13375	Eh
total charge	0
relative energy (zero: lowest compared OMol25 entry of this formula, charge and spin)	3.33	kcal per mole
M	311.4	g mol⁻¹

CARTESIAN COORDINATES (ANGSTROEM)
C 1.482 0.882 4.270
C 2.488 0.045 3.494
O 2.702 0.576 2.183
C 1.832 0.240 1.234
O 0.900 -0.509 1.413
C 2.186 0.902 -0.073
C 2.800 -0.126 -1.063
C 1.822 -1.181 -1.489
C 1.672 -2.354 -0.760
C 0.723 -3.293 -1.124
C -0.084 -3.074 -2.227
C 0.073 -1.918 -2.975
C 1.021 -0.980 -2.608
C 0.982 1.595 -0.735
O 1.098 2.680 -1.265
N -0.148 0.880 -0.704
C -1.387 1.323 -1.312
C -2.548 0.954 -0.431
C -2.865 -0.387 -0.250
C -3.910 -0.754 0.578
C -4.651 0.217 1.232
C -4.340 1.554 1.057
C -3.290 1.921 0.232
H 0.510 0.838 3.786
H 1.810 1.918 4.312
H 1.391 0.496 5.281
H 3.470 0.064 3.970
H 2.134 -0.987 3.404
H 2.940 1.670 0.125
H 3.667 -0.585 -0.581
H 3.144 0.434 -1.935
H 2.301 -2.535 0.100
H 0.612 -4.197 -0.545
H -0.829 -3.804 -2.508
H -0.544 -1.748 -3.845
H 1.141 -0.078 -3.191
H -0.172 0.018 -0.174
H -1.497 0.841 -2.293
H -1.315 2.403 -1.460
H -2.289 -1.145 -0.763
H -4.149 -1.798 0.713
H -5.468 -0.069 1.877
H -4.914 2.314 1.566
H -3.046 2.965 0.099

These are the Löwdin partial charges, in e, on atoms 1 to 4: atom 1 (C): -0.058, atom 2 (C): -0.209, atom 3 (O): 0.012, atom 4 (C): -0.449

***

3.
# C16H13N3O4Rb

A molecular structure, C16H13N3O4Rb at a distorted geometry (ωB97M-V with the def2-TZVPD basis set, OMol25).

Calculated values
gap between HOMO and LUMO	3.46	eV
2S+1	1
energy	-1106.59019	Eh
total charge	-1
M	396.8	g mol⁻¹

CARTESIAN COORDINATES (ANGSTROEM)
Rb 0.000 0.000 0.000
O -2.173 0.364 -1.506
C -2.782 -0.681 -1.706
C -2.680 -2.208 -1.342
C -3.780 -2.895 -1.935
C -3.963 -4.273 -1.789
C -3.065 -5.018 -1.051
C -1.987 -4.358 -0.466
C -1.723 -2.960 -0.564
O -0.675 -2.558 0.051
N -5.110 -4.931 -2.419
O -5.896 -4.227 -3.075
O -5.240 -6.155 -2.267
H -3.679 -0.522 -2.330
H -4.509 -2.343 -2.525
H -3.168 -6.089 -0.911
H -1.284 -4.962 0.116
N 2.350 -0.501 1.337
C 3.143 -1.016 0.147
C 4.421 -1.449 0.600
C 5.418 -1.793 -0.288
C 5.174 -1.685 -1.646
C 3.941 -1.242 -2.159
C 3.860 -1.183 -3.564
C 2.709 -0.777 -4.215
C 1.644 -0.437 -3.433
N 1.685 -0.478 -2.088
C 2.838 -0.870 -1.337
H 2.516 -1.003 1.939
H 2.604 0.406 1.383
H 4.641 -1.503 1.664
H 6.388 -2.125 0.072
H 5.985 -1.954 -2.324
H 4.715 -1.462 -4.178
H 2.652 -0.734 -5.295
H 0.701 -0.113 -3.860
H -1.400 0.412 2.118

These are the Löwdin partial charges, in e, on atoms 1 to 4: atom 1 (Rb): 0.593, atom 2 (O): -0.157, atom 3 (C): -0.208, atom 4 (C): -0.063

***

4.
# C3H10O3S

3 unconnected molecules or ions with the total composition C3H10O3S (ωB97M-V with the def2-TZVPD basis set, OMol25).

Calculated values
SMILES	O=CCCS.O.O
gap between HOMO and LUMO	9.83	eV
2S+1	1
energy	-744.18204	Eh
total charge	0
relative energy (zero: lowest compared OMol25 entry of this formula, charge and spin)	12.49	kcal per mole
M	126.2	g mol⁻¹

CARTESIAN COORDINATES (ANGSTROEM)
O -1.318 -2.715 0.549
C -0.745 -1.694 0.255
C -1.462 -0.369 0.133
C -1.039 0.681 1.142
S 0.652 1.332 1.107
H 0.350 -1.689 0.049
H -2.520 -0.561 0.266
H -1.354 -0.018 -0.895
H -1.680 1.551 1.077
H -1.228 0.352 2.165
H 1.204 0.414 1.910
O 2.850 -2.495 0.822
H 2.764 -3.307 0.309
H 2.271 -2.624 1.584
O 0.084 3.796 -3.677
H 0.379 4.125 -2.820
H 0.792 3.219 -3.978

These are the Löwdin partial charges, in e, on atoms 1 to 4: atom 1 (O): 0.048, atom 2 (C): -0.273, atom 3 (C): -0.223, atom 4 (C): -0.581

***

Which formula does entry 1 have?
CHN4O2S